1.
Entry from the Open Molecules 2025 dataset: C4H6N2O in the gas phase (the ωB97M-V functional and the def2-TZVPD basis).

Element x y z (Å)
O 0.0781 0.0359 2.3395
C -0.1213 -0.9562 1.4169
C -0.2525 -0.1809 -0.1259
C -0.7446 -0.4750 -1.3061
N -0.1547 0.2411 -2.2783
C 0.6289 1.0826 -1.6676
N 0.5782 0.8482 -0.3570
H -0.5537 0.8065 2.4320
H -1.0884 -1.4714 1.5778
H 0.7069 -1.5628 1.3271
H -1.4604 -1.3315 -1.5673
H 1.3191 1.7323 -2.1390
H 1.0644 1.2314 0.3480

Cartesian forces (eV/Å) of the 6 atoms listed first:
0.628 1.969 1.973
-4.257 3.483 -4.015
0.461 -1.828 5.287
-2.746 -3.919 -2.404
-0.334 0.899 -1.665
-0.085 -0.591 -0.562

- LUMO energy (eV) = 0.6
- ΔE to the lowest compared entry with this formula, charge and spin (kJ/mol) = 204.9
- total energy (Ha) = -340.71687
- Kohn-Sham gap (eV) = 9.4632
- SMILES = OCc1cnc[nH]1


2.
Entry from the Open Molecules 2025 dataset: 2 unconnected molecules or ions with the total composition C3H2NO2S (the ωB97M-V functional and the def2-TZVPD basis).

Element x y z (Å)
C -0.4637 -1.5340 0.0566
C 1.7374 -0.0114 0.2288
C -0.3512 -0.2673 0.4995
N -0.6150 -2.6467 -0.3755
O -0.5275 2.3234 0.2099
O -2.6071 0.9009 -0.0070
S -1.1523 1.0842 -0.2908
H 2.0990 0.9306 0.0450
H 1.8805 -0.7797 -0.3666

Cartesian forces (eV/Å) of the 6 atoms listed first:
-1.255 -5.270 -2.430
-5.679 0.856 3.122
4.719 2.512 0.253
0.650 3.407 1.586
-0.252 -0.321 -0.303
1.123 0.351 -0.438

- LUMO energy (spin up / spin down) (eV) = 3.1 / 2.6
- total charge = -1
- ΔE to the lowest compared entry with this formula, charge and spin (kJ/mol) = 635.1
- total energy (Ha) = -718.76617
- Kohn-Sham gap (spin up / spin down) (eV) = 7.1094 / 6.8994


3.
Entry from the Open Molecules 2025 dataset: a molecular structure, C15H27BeCl8F2INO8PS (the ωB97M-V functional and the def2-TZVPD basis).

Element x y z (Å)
N -0.4649 0.7017 -3.5500
C -0.5317 2.1249 -3.1511
C 0.5386 2.9363 -3.8717
O 0.3648 3.4566 -4.9352
O 1.7179 2.9804 -3.2255
P -2.2618 2.8295 -3.4744
O -3.1183 1.5670 -4.0872
I -3.1053 3.2881 -1.2437
H 0.5042 0.4362 -3.7663
H -0.7716 0.1568 -2.7476
H -0.3500 2.1989 -2.0763
H -3.0264 1.5361 -5.0443
Be 2.1982 1.3029 -3.1759
C -1.1378 3.2586 4.7138
C -0.8681 4.7126 4.3028
C -1.1127 4.8153 2.7915
S -2.3261 3.5501 2.3940
O -1.7028 2.5658 1.5452
O -3.5745 4.1758 2.0359
C -2.4544 2.8743 4.0457
H -1.1929 3.1471 5.7952
H -0.3333 2.6166 4.3489
H -1.5561 5.3737 4.8329
H 0.1439 5.0229 4.5574
H -1.5076 5.7871 2.5074
H -0.2100 4.6013 2.2228
H -2.6144 1.8002 3.9899
H -3.3006 3.3557 4.5349
C -0.7458 -1.8440 0.0027
O -0.2692 -0.6804 -0.6708
H -1.7741 -1.6819 0.3069
H -0.7054 -2.7056 -0.6739
H -0.1391 -2.0419 0.8873
H 0.6418 -0.8532 -0.9286
C 3.9648 3.6333 -5.0736
Cl 5.0808 4.6879 -4.2119
Cl 3.0589 4.5291 -6.2812
Cl 4.8201 2.2431 -5.7694
H 3.2539 3.2481 -4.3665
C 4.6583 -0.1214 0.4272
Cl 5.4154 1.4617 0.5140
Cl 4.9583 -1.0065 1.9175
Cl 2.9095 0.0565 0.1890
Cl 5.3147 -1.0176 -0.9520
F -1.0412 -2.7879 3.5223
C -1.7395 -3.9101 3.2139
C -2.8342 -3.8032 2.3764
C -3.5538 -4.9461 2.0486
C -3.1762 -6.1728 2.5690
C -2.0699 -6.2640 3.4172
C -1.3427 -5.1167 3.7371
H -3.1191 -2.8337 1.9870
H -4.4082 -4.8742 1.3875
H -3.7380 -7.0628 2.3198
H -1.7695 -7.2168 3.8125
H -0.4808 -5.1675 4.3879
F 7.0338 2.4684 -5.6855
O 0.1615 -3.3259 -3.0569
H -0.2100 -4.1971 -2.8004
H -0.3349 -2.9246 -3.8033
H 1.1236 -3.3847 -3.2497
O 4.9103 -4.2970 -2.3341
H 5.0282 -3.3460 -2.4183
H 5.6504 -4.6715 -2.8228
Cl -2.4786 -7.2453 5.8058

Cartesian forces (eV/Å) of the 6 atoms listed first:
0.278 0.358 0.005
-0.657 -0.547 1.025
-0.464 0.304 -0.524
-0.209 0.027 0.011
0.871 -3.978 0.470
0.020 1.487 -1.319

- LUMO energy (eV) = -5.2
- total energy (Ha) = -6177.22063
- Kohn-Sham gap (eV) = 1.1069